[1]
Here is C2H4N6 in the gas phase from the Open Molecules 2025 dataset. Energies are from ωB97M-V with the def2-TZVPD basis set.

As for the charge: 0. Its HOMO energy is -8.28 eV. As for the HOMO-LUMO gap: 7.500 eV. The value obtained for the electronic energy is -11074.15348 eV. The value obtained for the relative energy (zero: lowest compared OMol25 entry of this formula, charge and spin) is 4.062 eV.

XYZ file:
```
12
Properties=species:S:1:pos:R:3:forces:R:3:lowdin_charge:R:1
N 1.0319 0.7301 -2.1008 -0.296 4.594 -11.319 0.1092
N 1.2831 -0.2015 -0.2025 2.283 -1.540 4.415 0.0945
N -1.3642 -1.0955 1.9474 5.753 -3.158 2.897 0.1588
N -1.2426 0.3361 0.2126 -0.169 1.143 -3.318 0.1303
N -0.7104 0.8586 -0.8486 -3.293 -0.857 5.061 0.1191
N 0.7689 -0.5811 1.0770 2.234 0.246 0.524 0.0325
C -0.5952 -0.6180 1.1111 0.706 2.507 -0.415 -0.5090
C 0.5943 0.5257 -0.9568 -1.864 -2.225 2.949 -0.6763
H 0.3579 1.2866 -2.9775 2.874 -2.362 4.197 0.2521
H 1.5341 -0.7749 1.9329 -3.184 0.508 -3.449 0.2343
H -2.2520 -0.9826 1.7915 -6.126 1.292 -1.143 -0.0294
H 1.9992 0.6982 -2.2686 1.082 -0.148 -0.397 0.0838
```
Forces are in eV/Å.

---

[2]
Here is a gas-phase ion, C2H4NO2 (charge -1) from the Open Molecules 2025 dataset. Energies are from ωB97M-V with the def2-TZVPD basis set.

As for the charge: -1. Its HOMO energy is -3.73 eV. As for the HOMO-LUMO gap: 8.437 eV. The value obtained for the electronic energy is -7725.42077 eV. The value obtained for the relative energy (zero: lowest compared OMol25 entry of this formula, charge and spin) is 0.191 eV.

XYZ file:
```
9
Properties=species:S:1:pos:R:3:forces:R:3:lowdin_charge:R:1
O 0.6500 -1.5960 -0.6363 0.089 0.129 0.229 -0.1065
O 0.0378 -0.1048 -2.2045 0.019 0.192 -0.591 -0.0951
N 0.1717 0.3648 1.3557 0.423 0.004 -0.361 -0.0461
C -0.5074 0.3951 0.0359 1.427 -0.652 0.286 -0.2306
C 0.1445 -0.5199 -1.0388 -0.221 -0.386 0.281 -0.7706
H 0.3686 -0.6266 1.5059 -0.223 -0.031 -0.022 0.0396
H -0.4983 1.3809 -0.3951 -0.343 0.530 0.147 0.0828
H 1.1178 0.6963 1.1671 -0.074 0.199 0.156 0.0454
H -1.4848 0.0101 0.2101 -1.097 0.014 -0.124 0.0812
```
Forces are in eV/Å.

---

[3]
Here is 2 unconnected molecules or ions with the total composition C2H4NO2 from the Open Molecules 2025 dataset. Energies are from ωB97M-V with the def2-TZVPD basis set.

As for the charge: -1. Its HOMO energy is -3.09 eV. As for the HOMO-LUMO gap: 7.657 eV. The value obtained for the electronic energy is -7719.78672 eV. The value obtained for the relative energy (zero: lowest compared OMol25 entry of this formula, charge and spin) is 5.826 eV.

XYZ file:
```
9
Properties=species:S:1:pos:R:3:forces:R:3:lowdin_charge:R:1
O 2.0575 1.5043 -0.2584 0.027 0.274 0.133 -0.2248
O -1.6705 1.1118 -0.2426 -3.095 -1.773 -3.305 -0.0243
N 1.3733 0.5134 0.1935 -0.548 -0.204 1.130 -0.4169
C 0.5902 -0.0379 1.0635 -0.053 1.717 0.430 -0.0786
C 1.0552 -0.7875 -0.1459 2.619 -3.150 -1.647 -0.2911
H 0.6022 -1.0037 -1.1060 -1.129 0.317 -0.141 0.0502
H -1.3770 0.9855 0.5985 1.874 -0.609 3.781 -0.0755
H 1.8850 -1.6011 -0.0655 -0.792 1.054 0.281 0.0673
H -1.4023 1.9324 -0.5444 1.096 2.373 -0.660 -0.0063
```
Forces are in eV/Å.

---

[4]
Here is a gas-phase ion, C2H4NO2 (charge +1) from the Open Molecules 2025 dataset. Energies are from ωB97M-V with the def2-TZVPD basis set.

As for the charge: +1. Its HOMO energy is -15.72 eV. As for the HOMO-LUMO gap: 8.878 eV. The value obtained for the electronic energy is -7711.18067 eV. The value obtained for the relative energy (zero: lowest compared OMol25 entry of this formula, charge and spin) is 4.776 eV.

XYZ file:
```
9
Properties=species:S:1:pos:R:3:forces:R:3:lowdin_charge:R:1
O -1.7624 -1.1740 -1.8848 -1.831 -1.009 0.075 0.2008
O 0.6739 0.2854 0.1669 0.449 -0.130 -2.955 0.0711
N 1.1736 0.6416 1.2791 -0.036 -0.473 4.153 0.1710
C -0.8006 -0.6467 -1.5260 3.312 1.999 1.936 -0.1508
C -0.4115 -0.2490 0.0263 -4.946 -1.867 -2.977 0.0895
H -1.3827 -0.3555 0.5830 1.668 0.258 1.276 0.1942
H 0.0174 -0.2096 -2.0720 0.438 -0.036 -1.364 0.1286
H 1.8740 1.3181 1.3597 1.189 1.121 -0.855 0.1465
H 0.6183 0.3896 2.0677 -0.243 0.136 0.712 0.1491
```
Forces are in eV/Å.

---

[5]
Here is a molecular structure, C2H4NO3 from the Open Molecules 2025 dataset. Energies are from ωB97M-V with the def2-TZVPD basis set.

As for the charge: +1. Its HOMO energy (alpha / beta) is -15.93 / -15.93 eV. As for the HOMO-LUMO gap (alpha / beta): 8.187 / 8.183 eV. The value obtained for the electronic energy is -9755.30429 eV. The value obtained for the relative energy (zero: lowest compared OMol25 entry of this formula, charge and spin) is 3.242 eV.

XYZ file:
```
10
Properties=species:S:1:pos:R:3:forces:R:3:lowdin_charge:R:1
O 2.2124 1.2193 -0.1871 -1.563 -2.530 0.422 0.0751
O 1.0171 1.7504 0.2749 0.443 -0.911 -0.531 -0.0705
O 2.9004 -1.1367 -0.0235 -1.275 -0.378 0.237 0.3545
N 1.9498 -0.5115 0.0603 2.148 4.416 -0.730 0.0061
C 0.5439 -0.5597 0.1728 -1.780 -1.431 2.863 -0.0222
C -0.0741 0.8795 -0.1259 1.567 -0.184 -1.029 -0.0419
H -0.8655 1.3183 0.4877 -0.228 -0.992 -0.045 0.1534
H -0.3239 0.8714 -1.2351 0.429 0.449 1.326 0.1621
H 0.2214 -1.4035 -0.3947 -0.337 -0.319 -1.540 0.1541
H 0.3111 -1.1544 1.1695 0.596 1.880 -0.971 0.2293
```
Forces are in eV/Å.

---

[6]
Here is C2H4NO3P in the gas phase from the Open Molecules 2025 dataset. Energies are from ωB97M-V with the def2-TZVPD basis set.

As for the charge: 0. Its HOMO energy (alpha / beta) is -10.12 / -11.00 eV. As for the HOMO-LUMO gap (alpha / beta): 6.949 / 8.967 eV. The value obtained for the electronic energy is -19057.28401 eV. The value obtained for the relative energy (zero: lowest compared OMol25 entry of this formula, charge and spin) is 4.368 eV.

XYZ file:
```
11
Properties=species:S:1:pos:R:3:forces:R:3:lowdin_charge:R:1
P -1.4119 -0.6263 -0.4809 -0.003 2.565 0.920 0.5469
O -0.7587 1.0608 -0.2222 -2.035 -2.434 -0.211 -0.0761
O -2.8129 -0.5569 -0.0943 -0.218 -0.290 -0.023 -0.3119
O 0.8858 2.4789 -0.0148 0.113 -1.523 1.042 0.1185
N -0.4766 -1.5938 0.4067 -0.499 4.025 1.702 -0.0109
C 1.3716 0.3205 0.5138 0.461 -1.333 1.798 0.2301
C 0.4386 1.3407 0.1380 0.157 2.816 -2.182 -0.6733
H 1.6907 0.2976 1.5479 -0.686 -0.223 0.423 0.0942
H -1.2491 -0.5725 -1.8450 0.431 -0.324 -0.515 0.0395
H 0.0559 -2.3012 0.0824 2.070 -2.913 -1.637 -0.0403
H 2.2667 0.1521 -0.0316 0.209 -0.366 -1.316 0.0834
```
Forces are in eV/Å.

---

[7]
Here is 2 unconnected molecules or ions with the total composition C2H4NO3S from the Open Molecules 2025 dataset. Energies are from ωB97M-V with the def2-TZVPD basis set.

As for the charge: -1. Its HOMO energy is -4.39 eV. As for the HOMO-LUMO gap: 8.255 eV. The value obtained for the electronic energy is -20605.19736 eV. The value obtained for the relative energy (zero: lowest compared OMol25 entry of this formula, charge and spin) is 2.576 eV.

XYZ file:
```
11
Properties=species:S:1:pos:R:3:forces:R:3:lowdin_charge:R:1
S -1.4273 -0.6197 1.7605 1.715 -0.907 -0.519 0.5263
O 0.3852 2.0259 -1.6707 -1.047 1.175 -0.514 -0.0329
O -2.3197 -1.2101 0.7481 -0.016 0.631 0.884 -0.4271
O -2.0647 -0.2550 3.0292 0.067 -0.055 -0.847 -0.4266
N 0.0387 -0.5554 1.4956 -2.114 0.092 1.715 -0.3299
C 0.6971 -0.2478 -1.0983 -0.358 -0.275 1.322 -0.1496
C 1.0239 1.1669 -1.1313 2.315 -0.784 0.655 -0.4484
H 2.0224 1.4937 -0.6291 -0.988 -0.560 -0.296 0.1143
H 0.3573 -0.5057 0.0538 0.259 0.861 -1.009 -0.0201
H 1.6067 -0.9397 -0.9652 -1.546 0.719 -1.253 0.0976
H -0.3197 -0.3531 -1.5926 1.713 -0.897 -0.137 0.0964
```
Forces are in eV/Å.

---

[8]
Here is a gas-phase ion, C2H4NO4 (charge -1) from the Open Molecules 2025 dataset. Energies are from ωB97M-V with the def2-TZVPD basis set.

As for the charge: -1. Its HOMO energy is -4.88 eV. As for the HOMO-LUMO gap: 9.027 eV. The value obtained for the electronic energy is -11820.58205 eV. The value obtained for the relative energy (zero: lowest compared OMol25 entry of this formula, charge and spin) is 1.868 eV.

XYZ file:
```
11
Properties=species:S:1:pos:R:3:forces:R:3:lowdin_charge:R:1
O -1.7187 1.0005 -0.5355 0.833 1.873 -1.774 -0.0558
O -2.8939 -0.5422 0.4967 0.285 -0.426 -0.595 -0.0532
O 0.6605 0.9374 0.6476 -2.138 0.010 -1.166 -0.0648
O 0.5190 0.2582 -1.5453 -1.839 1.462 -1.161 -0.0050
N -0.6792 -0.9330 0.1120 0.230 0.539 -0.564 0.0868
C -1.8491 -0.1370 -0.0513 -2.218 -2.077 3.499 -0.7779
C 0.5058 -0.1362 -0.2829 3.228 -4.493 3.597 -0.6114
H -0.3152 1.2249 0.4267 1.842 0.831 1.176 0.0922
H 1.3280 -0.9522 -0.1089 -0.625 1.835 -0.266 0.1534
H -0.5797 -1.3556 1.0624 -0.384 0.699 -1.392 0.1382
H -0.3656 0.7908 -1.4243 0.786 -0.251 -1.352 0.0974
```
Forces are in eV/Å.

---

[9]
Here is C2H4NOP in the gas phase from the Open Molecules 2025 dataset. Energies are from ωB97M-V with the def2-TZVPD basis set.

As for the charge: 0. Its HOMO energy is -9.52 eV. As for the HOMO-LUMO gap: 9.762 eV. The value obtained for the electronic energy is -14963.13971 eV. The value obtained for the relative energy (zero: lowest compared OMol25 entry of this formula, charge and spin) is 1.506 eV.

XYZ file:
```
9
Properties=species:S:1:pos:R:3:forces:R:3:lowdin_charge:R:1
P 0.6379 -1.4039 -0.1054 -0.042 -0.588 -0.207 0.7493
O 0.3448 0.1616 0.2111 -3.573 2.718 -0.584 -0.5673
N -2.9025 -1.0787 -0.0237 -0.361 -0.362 0.030 0.1771
C -1.1684 0.8055 -0.1941 3.934 -1.142 0.641 -0.0761
C -2.1353 -0.2347 -0.1042 -0.311 -0.090 0.067 -0.2931
H 1.2429 -1.6484 1.1365 0.154 -0.348 0.223 -0.1052
H -1.0301 1.1841 -1.2020 -0.068 0.023 0.072 0.1125
H -1.2756 1.5829 0.5522 -0.040 -0.021 -0.031 0.1133
H 1.8718 -1.1680 -0.7331 0.307 -0.189 -0.210 -0.1106
```
Forces are in eV/Å.

---

[10]
Here is C2H4NP in the gas phase from the Open Molecules 2025 dataset. Energies are from ωB97M-V with the def2-TZVPD basis set.

As for the charge: 0. Its HOMO energy is -9.06 eV. As for the HOMO-LUMO gap: 9.980 eV. The value obtained for the electronic energy is -12915.50816 eV. The value obtained for the relative energy (zero: lowest compared OMol25 entry of this formula, charge and spin) is 1.021 eV.

XYZ file:
```
8
Properties=species:S:1:pos:R:3:forces:R:3:lowdin_charge:R:1
P -1.7357 0.8523 -0.6771 0.545 -0.719 0.022 0.7696
N -0.5235 -0.1528 -1.7197 0.880 0.110 1.395 -0.1161
C 0.7468 -0.5653 0.6303 -2.312 0.157 -0.161 -0.0617
C -0.1674 -0.1268 -0.5150 -1.126 0.456 0.819 -0.6153
H 1.5807 -1.0920 0.3658 2.600 -0.801 -1.304 0.0327
H 0.9539 0.2141 1.3306 0.327 1.034 -0.161 0.0665
H 0.3199 -1.2922 1.3197 -1.162 -0.123 -0.376 0.0814
H -1.1746 2.1627 -0.7347 0.247 -0.113 -0.233 -0.1571
```
Forces are in eV/Å.

---

[11]
Here is 2 unconnected molecules or ions with the total composition C2H4NP from the Open Molecules 2025 dataset. Energies are from ωB97M-V with the def2-TZVPD basis set.

As for the charge: 0. Its HOMO energy (alpha / beta) is -7.01 / -6.58 eV. As for the HOMO-LUMO gap (alpha / beta): 3.984 / 3.097 eV. The value obtained for the electronic energy is -12909.85753 eV. The value obtained for the relative energy (zero: lowest compared OMol25 entry of this formula, charge and spin) is 6.672 eV.

XYZ file:
```
8
Properties=species:S:1:pos:R:3:forces:R:3:lowdin_charge:R:1
P 2.1038 -1.6041 0.5332 2.964 1.424 2.133 0.6879
N 0.6265 -1.7538 0.0412 -5.577 -0.311 -1.876 -0.5767
C -0.5456 -1.5470 -0.1031 1.025 -0.441 -0.288 -0.0463
C -1.0785 1.4573 -0.5150 3.776 1.268 3.392 0.1691
H -1.1152 1.2343 -1.4862 -1.094 -0.974 -3.642 -0.0618
H 1.5118 -0.6510 1.4872 1.430 -0.342 -0.080 -0.1315
H -1.3878 0.8838 0.3074 -1.327 -0.632 0.588 -0.0557
H -0.1151 1.9805 -0.2647 -1.196 0.008 -0.228 0.0151
```
Forces are in eV/Å.

---

[12]
Here is 2 unconnected molecules or ions with the total composition C2H4NP from the Open Molecules 2025 dataset. Energies are from ωB97M-V with the def2-TZVPD basis set.

As for the charge: 0. Its HOMO energy is -9.15 eV. As for the HOMO-LUMO gap: 8.655 eV. The value obtained for the electronic energy is -12913.84997 eV. The value obtained for the relative energy (zero: lowest compared OMol25 entry of this formula, charge and spin) is 2.679 eV.

XYZ file:
```
8
Properties=species:S:1:pos:R:3:forces:R:3:lowdin_charge:R:1
P -0.4599 -0.8317 -1.2220 0.292 0.396 1.493 0.7814
N -1.4421 -1.5654 -0.2640 0.034 -0.551 0.479 -0.3367
C 1.1947 1.0168 0.2119 -2.002 3.096 3.386 -0.1479
C -0.0528 0.5396 -0.0049 -1.568 2.830 1.445 -0.4827
H -0.9536 1.0335 0.6132 1.741 -1.122 -1.835 0.0898
H -1.7534 -2.5234 -0.4010 -0.176 0.305 -0.677 -0.0365
H 1.6438 2.0642 1.1085 -1.769 -3.717 -3.046 0.1803
H 1.8232 0.2665 -0.0417 3.449 -1.236 -1.246 -0.0477
```
Forces are in eV/Å.